(1)
{
  "formula": "C29H30N8O4PtS",
  "method": "ωB97M-V with the def2-TZVPD basis set",
  "e_lumo_ev": 0.3,
  "e_above_lowest_kj_mol": 0.0,
  "homo_lumo_gap_ev": 7.8,
  "total_charge": 0,
  "homo_ha": -0.275,
  "species": ["Pt", "N", "C", "C", "C", "C", "C", "C", "S", "O", "O", "N", "C", "N", "C", "C", "C", "N", "H", "H", "H", "H", "H", "H", "H", "H", "H", "O", "C", "C", "C", "C", "C", "C", "C", "N", "C", "C", "N", "H", "H", "H", "H", "H", "H", "H", "C", "C", "N", "C", "C", "C", "O", "C", "C", "C", "C", "N", "C", "H", "H", "H", "H", "H", "H", "H", "H", "H", "H", "H", "H", "H", "H"],
  "coordinates": [[-0.323029, -1.816636, -0.265558], [4.030925, 1.490175, 5.810150], [2.983497, 1.299988, 4.923452], [2.505284, 0.012808, 4.661132], [1.424598, -0.171656, 3.821877], [0.811288, 0.926193, 3.230259], [1.280798, 2.207851, 3.475496], [2.358131, 2.393988, 4.320318], [-0.534899, 0.649166, 2.143112], [-1.308175, -0.440451, 2.688353], [-1.192405, 1.913763, 1.917879], [0.090882, 0.077241, 0.768310], [0.973447, 0.786394, 0.007218], [1.187616, 0.169385, -1.167366], [2.029412, 0.731735, -2.015101], [2.680009, 1.923483, -1.722665], [2.387962, 2.476930, -0.485831], [1.543412, 1.936402, 0.385525], [4.621736, 0.699089, 5.996756], [4.514890, 2.369575, 5.764561], [2.987240, -0.841828, 5.121549], [1.042440, -1.165595, 3.625940], [0.789222, 3.047120, 3.004233], [2.728790, 3.393857, 4.514843], [2.188481, 0.211884, -2.954927], [3.368480, 2.389457, -2.411680], [2.856085, 3.406430, -0.174740], [1.445847, -2.413957, 0.374646], [1.863493, -3.644983, 0.502832], [3.144308, -3.810530, 1.080650], [3.703343, -5.049567, 1.253273], [3.018066, -6.205436, 0.856485], [1.773091, -6.068628, 0.295000], [1.169681, -4.813549, 0.105706], [-0.158469, -4.745409, -0.489517], [-0.874657, -3.657479, -0.740222], [-2.082517, -4.052320, -1.285688], [-2.099458, -5.400936, -1.367073], [-0.888890, -5.824019, -0.865187], [3.660951, -2.908284, 1.381532], [4.685222, -5.132964, 1.703001], [3.456915, -7.184507, 0.987554], [1.251453, -6.969984, -0.007146], [-2.833074, -3.339038, -1.572517], [-2.845773, -6.085406, -1.726559], [-0.591452, -6.777302, -0.776105], [-1.358589, 3.767148, -0.915133], [-0.947060, 2.988446, -2.158051], [-2.021176, 2.800421, -3.146171], [-2.059106, 3.677367, -4.313684], [-2.685029, 5.035455, -4.025672], [-3.063912, 1.959357, -2.958283], [-4.046563, 1.912841, -3.684265], [-2.990599, 1.031254, -1.775876], [-3.902332, 1.165395, -0.736112], [-3.885703, 0.252953, 0.298394], [-2.958114, -0.771474, 0.264300], [-2.083962, -0.914131, -0.743696], [-2.112651, -0.029061, -1.750894], [-0.484340, 3.954700, -0.289638], [-2.064875, 3.206416, -0.304432], [-1.806965, 4.724965, -1.182017], [-0.543431, 2.018180, -1.867204], [-0.147070, 3.514819, -2.679086], [-2.631758, 3.164126, -5.082751], [-1.033603, 3.792109, -4.669458], [-3.680936, 4.906647, -3.600940], [-2.779812, 5.609644, -4.948518], [-2.081068, 5.617509, -3.328318], [-4.605813, 1.988537, -0.743841], [-4.561347, 0.330403, 1.137296], [-2.886495, -1.497036, 1.059186], [-1.401887, -0.199445, -2.548894]],
  "forces_ev_per_a": [[-0.52, 0.42, 1.55], [-0.06, 0.01, 0.07], [0.03, 0.01, -0.01], [0.00, -0.02, -0.02], [-0.01, 0.02, -0.01], [0.14, -0.03, 0.06], [-0.06, -0.03, 0.04], [0.01, 0.01, 0.00], [-0.19, 0.00, 0.23], [-0.06, 0.06, -0.07], [0.05, -0.06, -0.02], [0.38, -0.31, -0.88], [-0.25, -0.16, 0.08], [0.44, 0.27, -0.79], [0.06, 0.12, 0.18], [-0.01, -0.01, 0.02], [0.01, 0.02, -0.01], [-0.06, 0.01, -0.01], [0.03, 0.00, -0.03], [0.03, -0.01, -0.03], [-0.02, 0.01, 0.02], [0.03, 0.01, -0.03], [0.03, -0.01, -0.03], [-0.02, 0.00, 0.02], [0.00, 0.01, -0.01], [0.01, 0.00, 0.02], [-0.01, 0.00, 0.00], [0.17, -0.33, 0.06], [-0.04, 0.16, -0.10], [0.01, -0.07, 0.03], [0.01, -0.01, 0.01], [-0.01, 0.03, -0.01], [0.02, -0.01, 0.02], [-0.15, 0.05, -0.06], [0.13, 0.01, 0.08], [-0.03, -0.26, -0.44], [0.08, -0.01, -0.01], [0.02, -0.03, 0.02], [-0.02, 0.02, -0.01], [0.00, -0.01, 0.00], [0.00, 0.00, -0.01], [0.00, 0.00, 0.01], [0.01, 0.01, 0.00], [0.01, 0.01, 0.00], [0.01, 0.01, 0.00], [0.00, -0.01, 0.00], [0.00, 0.08, -0.03], [-0.08, 0.02, 0.02], [0.08, -0.06, 0.02], [-0.03, 0.00, 0.05], [0.00, 0.01, 0.00], [0.03, 0.06, 0.04], [0.05, 0.05, 0.00], [-0.23, -0.08, -0.09], [0.00, 0.09, 0.04], [-0.01, -0.09, -0.09], [-0.16, -0.23, -0.14], [-0.09, 0.40, 0.32], [0.06, -0.15, -0.11], [-0.02, -0.05, 0.00], [0.02, -0.01, 0.01], [0.00, 0.00, -0.01], [0.00, 0.04, -0.03], [0.02, -0.02, -0.01], [0.00, -0.01, -0.01], [0.00, 0.00, -0.02], [0.00, 0.00, -0.01], [0.01, 0.00, 0.01], [-0.01, -0.01, 0.00], [-0.01, -0.02, -0.01], [0.02, 0.01, 0.01], [0.07, 0.05, 0.05], [0.10, 0.07, 0.07]],
  "mulliken_charge": [0.507, -0.549, 1.095, -0.824, -0.504, -0.505, -0.216, -0.837, 1.543, -0.869, -0.703, -0.286, 0.802, -0.154, -0.413, -0.798, -0.252, -0.306, 0.211, 0.213, 0.294, 0.419, 0.468, 0.281, 0.481, 0.433, 0.437, -0.457, 0.360, -0.656, -0.450, -0.894, -0.646, 0.518, 0.655, 0.133, -0.372, -0.800, -0.040, 0.453, 0.405, 0.390, 0.230, 0.441, 0.418, 0.160, -0.824, -0.277, 0.260, -0.683, -1.094, 0.090, -0.676, 0.165, -0.038, -1.228, -0.037, -0.063, 0.029, 0.314, 0.022, 0.387, -0.369, 0.481, 0.427, 0.391, 0.289, 0.401, 0.274, 0.494, 0.432, 0.532, 0.483]
}

=====

(2)
{
  "formula": "C15H11N3O4PdS",
  "method": "ωB97M-V with the def2-TZVPD basis set",
  "e_lumo_ev": -1.4,
  "e_above_lowest_kj_mol": 16.4,
  "homo_lumo_gap_ev": 6.3,
  "total_charge": 0,
  "homo_ha": -0.282,
  "species": ["Pd", "C", "C", "C", "C", "N", "C", "C", "C", "C", "C", "C", "N", "C", "C", "C", "C", "C", "N", "H", "H", "H", "H", "H", "H", "H", "H", "H", "H", "H", "O", "S", "O", "O", "O"],
  "coordinates": [[0.176244, -0.016856, 0.009864], [-2.822764, 3.219179, -0.578586], [-2.069081, 4.177134, -1.225199], [-0.724391, 3.930278, -1.465198], [-0.182801, 2.733806, -1.034812], [-0.922931, 1.811814, -0.383974], [-2.217311, 2.035562, -0.170237], [1.225407, 2.350382, -1.269017], [2.208475, 3.143795, -1.844524], [3.482751, 2.624001, -1.994891], [3.768748, 1.336610, -1.563297], [2.754200, 0.591894, -0.988303], [1.520538, 1.110455, -0.870593], [2.873412, -0.780557, -0.451793], [4.019974, -1.550336, -0.491145], [3.981906, -2.832794, 0.038360], [2.804438, -3.309952, 0.584196], [1.686292, -2.489449, 0.601344], [1.738830, -1.256697, 0.103783], [-3.876111, 3.365599, -0.387791], [-2.516812, 5.105731, -1.553585], [-0.118611, 4.655364, -1.989001], [-2.754419, 1.220236, 0.315419], [1.986862, 4.149461, -2.168554], [4.260249, 3.226126, -2.444868], [4.763013, 0.929307, -1.671358], [4.927441, -1.162165, -0.930569], [4.867923, -3.452803, 0.016020], [2.736298, -4.306761, 0.994683], [0.723877, -2.775387, 1.011538], [-2.526346, -2.954153, 0.582473], [-2.132240, -1.590101, 0.340654], [-1.603453, -1.347023, -1.025083], [-0.845459, -1.264662, 1.211804], [-3.132688, -0.602211, 0.731330]],
  "forces_ev_per_a": [[0.33, 0.43, 0.50], [0.00, 0.02, -0.01], [-0.05, 0.00, 0.01], [0.04, -0.04, 0.01], [-0.06, 0.01, 0.00], [-0.10, -0.29, 0.15], [0.03, -0.03, 0.03], [0.02, 0.00, 0.00], [0.02, 0.01, 0.00], [-0.01, 0.00, 0.01], [0.00, 0.02, 0.01], [-0.01, 0.04, -0.03], [0.13, -0.01, -0.25], [-0.03, -0.05, 0.02], [-0.02, 0.05, -0.03], [-0.02, -0.04, 0.02], [0.03, 0.00, -0.02], [0.04, 0.03, -0.02], [0.12, -0.33, 0.14], [0.00, -0.01, 0.01], [0.00, 0.00, 0.00], [0.01, -0.01, 0.00], [-0.02, -0.04, -0.01], [-0.01, 0.00, 0.00], [0.00, 0.00, 0.00], [0.00, -0.01, 0.01], [0.00, 0.00, -0.01], [0.00, 0.00, 0.00], [0.00, 0.00, 0.00], [-0.02, 0.02, 0.00], [0.23, -0.06, 0.14], [0.11, 0.06, -0.13], [-0.42, -0.07, -0.22], [-0.18, 0.24, -0.31], [-0.17, 0.07, -0.04]],
  "nbo_charge": [1.008, -0.228, -0.149, -0.222, 0.153, -0.447, 0.092, 0.204, -0.209, -0.146, -0.210, 0.181, -0.390, 0.163, -0.215, -0.146, -0.226, 0.097, -0.404, 0.237, 0.226, 0.219, 0.300, 0.231, 0.232, 0.230, 0.224, 0.229, 0.240, 0.283, -0.989, 2.558, -1.088, -0.993, -1.045]
}

=====

Computed values of E_tot (unit: eV) for the preceding records, in sequence: -64754.596; -42709.127.